Record 1
Formula: C36H28Cl2F12N2O4Ti
Source: OMol25
Level of theory: ωB97M-V with the def2-TZVPD basis set

Computed properties:
Frontier orbital gap: 6.06 eV
Multiplicity: 1
Lowest unoccupied orbital energy: 4.11 eV
M: 899.38 u
Total energy: -129736.7227 eV
F_max: 0.011 Eh/bohr
Total charge: -2

Last column: Löwdin charge in e.
Atoms and positions in Å:
Ti: 0.499 -0.216 0.295  0.95
C: -5.779 -0.499 0.126  -0.07
C: -4.407 0.117 0.062  -0.27
C: -3.857 0.519 -1.149  -0.04
C: -2.578 1.029 -1.213  -0.03
C: -1.792 1.173 -0.064  -0.25
N: -0.450 1.592 -0.109  -0.03
C: -0.024 2.637 -0.867  -0.20
C: -0.907 3.533 -1.504  -0.02
C: -0.462 4.594 -2.268  -0.07
C: 0.891 4.842 -2.439  -0.30
C: 1.398 5.982 -3.283  -0.08
C: 1.774 4.007 -1.761  0.01
C: 1.368 2.941 -0.973  -0.04
C: 2.380 2.133 -0.152  -0.30
O: 2.078 0.811 -0.017  -0.23
C: 2.540 2.781 1.271  -0.52
F: 3.452 3.789 1.278  0.13
F: 2.946 1.894 2.181  0.16
F: 1.399 3.316 1.710  0.16
C: 3.795 2.068 -0.821  -0.54
F: 3.697 1.485 -2.025  0.16
F: 4.443 3.242 -1.024  0.10
F: 4.626 1.330 -0.074  0.15
C: -2.329 0.725 1.163  -0.10
C: -3.625 0.225 1.201  0.00
C: -1.399 0.715 2.386  -0.31
O: -0.144 0.259 2.073  -0.22
C: -1.337 2.166 2.980  -0.53
F: -1.233 3.117 2.052  0.16
F: -2.468 2.460 3.674  0.12
F: -0.315 2.320 3.831  0.15
C: -1.877 -0.230 3.540  -0.55
F: -3.097 0.052 4.069  0.10
F: -1.017 -0.166 4.574  0.15
F: -1.926 -1.494 3.139  0.14
H: -6.486 0.031 -0.516  0.07
H: -6.169 -0.484 1.145  0.07
H: -5.754 -1.541 -0.202  0.08
H: -4.421 0.394 -2.068  0.11
H: -2.139 1.261 -2.172  0.11
H: -1.970 3.387 -1.381  0.10
H: -1.194 5.243 -2.741  0.10
H: 0.575 6.472 -3.807  0.06
H: 2.112 5.640 -4.037  0.07
H: 1.904 6.743 -2.681  0.07
H: 2.828 4.229 -1.851  0.11
H: -4.039 -0.129 2.134  0.11
Cl: -1.047 -2.204 0.269  0.07
C: 1.929 -1.603 1.169  -0.67
Cl: 3.389 -2.089 0.193  0.43
H: 1.426 -2.537 1.404  -0.04
H: 2.357 -1.178 2.078  -0.01
C: -2.206 -7.018 -3.516  -0.06
C: -2.039 -5.961 -4.578  -0.23
C: -2.507 -6.211 -5.865  -0.08
C: -2.385 -5.264 -6.869  -0.11
C: -1.762 -4.059 -6.591  -0.04
C: -1.275 -3.795 -5.317  -0.22
N: -0.627 -2.549 -5.083  0.08
C: 0.697 -2.554 -4.634  -0.22
C: 1.627 -3.403 -5.240  -0.04
C: 2.949 -3.405 -4.829  -0.11
C: 3.374 -2.565 -3.808  -0.09
C: 2.451 -1.744 -3.181  -0.03
C: 1.118 -1.730 -3.577  -0.06
C: 0.133 -0.904 -2.797  -0.54
O: -0.914 -0.517 -3.321  0.04
O: 0.491 -0.660 -1.596  -0.18
C: -1.430 -4.734 -4.284  -0.14
C: -0.962 -4.402 -2.893  -0.01
H: -2.646 -7.920 -3.942  0.06
H: -2.853 -6.675 -2.707  0.08
H: -1.248 -7.285 -3.065  0.08
H: -2.981 -7.164 -6.076  0.09
H: -2.763 -5.469 -7.864  0.09
H: -1.625 -3.302 -7.353  0.11
H: -1.172 -1.841 -4.588  0.11
H: 1.297 -4.056 -6.039  0.11
H: 3.654 -4.071 -5.315  0.09
H: 4.404 -2.571 -3.475  0.09
H: 2.743 -1.125 -2.342  0.08
H: 0.123 -4.497 -2.801  0.10
H: -1.417 -5.048 -2.146  0.07
H: -1.209 -3.376 -2.617  0.07

=====

Record 2
Formula: C5H9N2O
Source: OMol25
Level of theory: ωB97M-V with the def2-TZVPD basis set

Computed properties:
Frontier orbital gap: 11.01 eV
Multiplicity: 1
Lowest unoccupied orbital energy: -3.04 eV
SMILES: [NH2+]=C1NC2(CC2)CO1
M: 113.14 u
Total energy: -10351.9431 eV
F_max: 0.019 Eh/bohr
Total charge: +1

Last column: Löwdin charge in e.
Atoms and positions in Å:
N: 0.203 -1.929 2.410  0.26
C: 0.365 -1.182 1.338  -0.39
N: -0.526 -0.375 0.796  0.22
C: 0.028 0.275 -0.376  -0.38
C: -0.822 0.560 -1.572  -0.04
C: -0.324 1.688 -0.711  -0.04
C: 1.438 -0.308 -0.428  0.00
O: 1.505 -1.199 0.699  0.10
H: -0.658 -1.947 2.933  0.15
H: 0.970 -2.507 2.723  0.15
H: -1.465 -0.206 1.119  0.19
H: -1.870 0.308 -1.531  0.12
H: -0.381 0.420 -2.546  0.12
H: 0.459 2.323 -1.094  0.12
H: -1.032 2.206 -0.083  0.12
H: 1.629 -0.890 -1.335  0.15
H: 2.220 0.448 -0.314  0.15

=====

Record 3
Formula: C52H81N7O2P
Source: OMol25
Level of theory: ωB97M-V with the def2-TZVPD basis set

Computed properties:
Frontier orbital gap (alpha / beta): 8.28 / 8.58 eV
Multiplicity: 2
Lowest unoccupied orbital energy (alpha / beta): 0.47 / 0.47 eV
⟨S²⟩: 0.7541
M: 867.24 u
Total energy: -79050.9846 eV
F_max: 0.016 Eh/bohr

Last column: Löwdin spin population.
Atoms and positions in Å:
C: 5.544 -1.730 5.167  0.00
C: 6.654 -1.621 4.117  0.00
C: 6.117 -1.423 2.695  0.00
C: 5.567 -2.723 2.072  0.00
C: 5.882 -2.911 0.591  0.00
C: 5.220 -1.905 -0.363  0.00
C: 5.938 -0.563 -0.513  0.00
C: 5.378 0.292 -1.672  0.00
C: 5.031 1.729 -1.278  0.00
C: 6.174 2.473 -0.548  0.00
C: 5.873 2.713 0.941  0.00
C: 5.119 4.037 1.211  0.00
C: 3.648 3.874 1.653  0.00
C: 2.716 4.824 0.891  0.00
C: 1.372 5.115 1.569  0.00
C: 0.610 3.904 2.131  0.00
C: -0.378 3.286 1.131  0.01
C: 0.263 2.967 -0.227  0.00
C: -0.489 1.973 -1.179  0.00
P: -0.102 2.676 -2.928  0.00
N: -1.662 2.786 -3.679  0.00
O: 0.471 1.351 -3.763  0.00
C: 0.146 0.574 -1.104  0.00
C: -0.078 -0.195 0.212  0.02
C: 0.997 0.145 1.271  0.01
C: 0.019 -1.700 -0.071  0.02
N: -1.394 0.146 0.811  0.39
O: -1.747 -0.610 1.776  0.49
C: -2.481 0.662 -0.056  0.03
C: -3.645 1.104 0.828  0.00
C: -2.983 -0.450 -0.990  0.02
C: -1.998 1.889 -0.867  0.00
H: 5.937 -1.561 6.173  0.00
H: 4.768 -0.981 4.987  0.00
H: 5.079 -2.720 5.158  0.00
H: 7.288 -0.764 4.368  0.00
H: 7.280 -2.519 4.146  0.00
H: 5.328 -0.663 2.735  0.00
H: 6.931 -1.043 2.070  0.00
H: 5.991 -3.572 2.619  0.00
H: 4.481 -2.790 2.210  0.00
H: 5.559 -3.914 0.298  0.00
H: 6.969 -2.867 0.443  0.00
H: 4.183 -1.718 -0.051  0.00
H: 5.161 -2.371 -1.356  0.00
H: 5.839 -0.001 0.420  0.00
H: 7.005 -0.750 -0.676  0.00
H: 4.470 -0.188 -2.055  0.00
H: 6.117 0.310 -2.480  0.00
H: 4.735 2.277 -2.179  0.00
H: 4.149 1.720 -0.624  0.00
H: 7.095 1.887 -0.646  0.00
H: 6.374 3.438 -1.022  0.00
H: 6.808 2.711 1.509  0.00
H: 5.283 1.876 1.332  0.00
H: 5.664 4.586 1.984  0.00
H: 5.125 4.648 0.303  0.00
H: 3.532 4.037 2.730  0.00
H: 3.342 2.836 1.470  0.00
H: 2.564 4.442 -0.125  0.00
H: 3.248 5.776 0.766  0.00
H: 0.717 5.596 0.831  0.00
H: 1.538 5.860 2.354  0.00
H: 1.282 3.137 2.532  0.00
H: 0.018 4.257 2.984  0.00
H: -1.194 4.010 1.011  0.00
H: -0.819 2.389 1.574  0.00
H: 0.389 3.914 -0.766  0.00
H: 1.275 2.580 -0.054  0.00
H: -1.551 2.975 -4.670  0.00
H: -2.235 3.524 -3.280  0.00
H: 1.087 1.680 -4.433  0.00
H: 1.228 0.668 -1.237  0.00
H: -0.201 -0.039 -1.937  0.00
H: 1.159 -0.718 1.920  0.00
H: 1.947 0.400 0.795  0.00
H: 0.674 0.963 1.916  0.00
H: 1.067 -1.932 -0.286  0.00
H: -0.561 -2.004 -0.944  0.00
H: -0.285 -2.275 0.804  0.00
H: -3.433 2.039 1.350  0.00
H: -4.500 1.281 0.167  0.00
H: -3.934 0.324 1.530  0.00
H: -2.209 -0.820 -1.663  0.00
H: -3.400 -1.271 -0.402  0.00
H: -3.780 -0.037 -1.615  0.00
H: -2.580 1.863 -1.785  0.00
H: -2.308 2.792 -0.337  0.00
N: -6.353 4.902 1.534  0.00
C: -7.507 4.611 0.935  0.00
C: -8.313 3.538 1.287  0.00
C: -7.894 2.720 2.324  0.00
C: -6.696 3.005 2.959  0.00
C: -5.967 4.103 2.527  0.00
H: -7.799 5.273 0.126  0.00
H: -9.242 3.344 0.766  0.00
H: -8.492 1.869 2.627  0.00
H: -6.327 2.387 3.766  0.00
H: -5.021 4.355 2.996  0.00
N: 7.178 -5.873 1.322  0.00
C: 8.484 -5.965 1.559  0.00
C: 9.292 -6.954 1.015  0.00
C: 8.712 -7.891 0.175  0.00
C: 7.354 -7.801 -0.086  0.00
C: 6.633 -6.778 0.513  0.00
H: 8.904 -5.210 2.216  0.00
H: 10.349 -6.982 1.243  0.00
H: 9.310 -8.676 -0.271  0.00
H: 6.858 -8.508 -0.738  0.00
H: 5.565 -6.677 0.343  0.00
N: -11.375 2.335 0.011  0.00
C: -12.560 2.420 0.613  0.00
C: -13.719 1.854 0.103  0.00
C: -13.643 1.164 -1.096  0.00
C: -12.416 1.067 -1.732  0.00
C: -11.313 1.667 -1.142  0.00
H: -12.581 2.968 1.548  0.00
H: -14.655 1.954 0.636  0.00
H: -14.527 0.709 -1.527  0.00
H: -12.304 0.541 -2.670  0.00
H: -10.342 1.601 -1.616  0.00
N: 3.151 -6.017 -0.236  0.00
C: 3.529 -5.635 -1.454  0.00
C: 2.642 -5.385 -2.490  0.00
C: 1.286 -5.542 -2.249  0.00
C: 0.878 -5.939 -0.986  0.00
C: 1.845 -6.161 -0.017  0.00
H: 4.598 -5.520 -1.606  0.00
H: 3.008 -5.073 -3.459  0.00
H: 0.561 -5.357 -3.031  0.00
H: -0.169 -6.072 -0.751  0.00
H: 1.563 -6.465 0.985  0.00
N: -9.164 0.405 -3.329  0.00
C: -8.418 1.077 -4.205  0.00
C: -7.550 0.467 -5.098  0.00
C: -7.448 -0.914 -5.080  0.00
C: -8.217 -1.626 -4.174  0.00
C: -9.056 -0.922 -3.324  0.00
H: -8.522 2.156 -4.187  0.00
H: -6.968 1.065 -5.787  0.00
H: -6.780 -1.427 -5.760  0.00
H: -8.169 -2.706 -4.123  0.00
H: -9.673 -1.445 -2.601  0.00

=====

Record 4
Formula: C4H7NO
Source: OMol25
Level of theory: ωB97M-V with the def2-TZVPD basis set

Computed properties:
Frontier orbital gap: 11.63 eV
Multiplicity: 1
Lowest unoccupied orbital energy: 0.74 eV
SMILES: N#CC1CC1.O
M: 85.11 u
Total energy: -7797.5546 eV
F_max: 0.021 Eh/bohr

Last column: Löwdin charge in e.
Atoms and positions in Å:
N: -0.781 -3.046 -0.096  0.15
C: -0.261 -2.014 -0.170  -0.20
C: 0.303 -0.683 -0.210  -0.28
C: -0.777 0.419 -0.259  -0.11
C: 0.107 0.184 -1.426  -0.10
H: 1.284 -0.622 0.264  0.14
H: -0.686 1.373 0.247  0.09
H: -1.776 -0.001 -0.246  0.11
H: 0.899 0.922 -1.522  0.12
H: -0.263 -0.245 -2.346  0.11
O: 0.942 1.449 1.748  -0.07
H: 0.342 1.721 2.451  0.05
H: 0.668 0.542 1.566  0.00